## P
DFT (ωB97M-V/def2-TZVPD) results for a cluster of 3 separate species, C8H11NO in total.

Each atom is followed by the atoms it is bonded to, with distances in Å.
Positions of all 21 atoms, in Å:
1 H -1.689 2.805 -0.914  no bonds
2 C 0.441 -1.476 1.268  C5 1.424, C13 1.293, H20 0.978
3 H 4.149 -0.357 1.719  C16 1.166
4 H 3.389 -1.476 -0.353  C10 1.051
5 C 1.389 -1.476 0.206  C2 1.424, C10 1.356, H21 1.120
6 H -0.305 1.450 -0.585  N15 1.178
7 O -2.526 -0.102 -1.458  C14 1.261
8 H 2.244 -0.925 3.884  C12 1.190
9 H -0.013 -0.865 3.216  C13 1.105
10 C 2.708 -1.236 0.411  H4 1.051, C5 1.356, C16 1.363
11 H -2.479 1.712 -3.781  C17 1.199
12 C 2.127 -0.975 2.702  H8 1.190, C13 1.390, C16 1.441
13 C 0.762 -1.095 2.462  C2 1.293, H9 1.105, C12 1.390
14 C -2.237 1.088 -1.759  O7 1.261, N15 1.402, C17 1.423
15 N -0.998 1.691 -1.507  H6 1.178, C14 1.402
16 C 3.129 -0.919 1.668  H3 1.166, C10 1.363, C12 1.441
17 C -3.004 1.821 -2.708  H11 1.199, C14 1.423, H18 1.241, H19 1.216
18 H -4.044 1.157 -2.583  C17 1.241
19 H -3.409 2.871 -2.247  C17 1.216
20 H -0.462 -1.736 0.998  C2 0.978
21 H 0.830 -1.956 -0.638  C5 1.120

Summary:
2S+1	1
E_HOMO	-9.0	eV


## Q
DFT (ωB97M-V/def2-TZVPD) results for the molecule C8H11NO.

Each atom is followed by the atoms it is bonded to, with distances in Å.
Positions of all 21 atoms, in Å:
1 H -2.653 -2.207 -0.886  C11 1.099
2 H -0.421 1.426 -0.235  C9 1.059
3 H 1.401 -1.054 -0.012  C21 1.079
4 H 2.608 -0.093 -1.859  C20 1.014
5 H 1.514 -0.010 2.026  C8 1.043
6 H 2.852 1.433 -1.026  C20 1.097
7 C -2.887 0.908 0.381  C16 1.331, O19 1.166
8 C 2.082 0.413 1.261  H5 1.043, H15 1.052, H18 1.139, C21 1.537
9 C -0.062 0.454 -0.015  H2 1.059, C14 1.349, C21 1.554
10 H -4.259 -1.085 -0.862  C11 1.117
11 C -3.159 -1.242 -0.742  H1 1.099, H10 1.117, C16 1.371
12 N -0.646 -1.674 0.612  H13 1.056, C14 1.270
13 H 0.369 -1.816 0.865  N12 1.056
14 C -0.976 -0.506 0.237  C9 1.349, N12 1.270, C16 1.537
15 H 3.085 0.096 1.240  C8 1.052
16 C -2.465 -0.273 -0.064  C7 1.331, C11 1.371, C14 1.537
17 H 1.227 1.154 -1.923  C20 1.214
18 H 2.042 1.530 1.483  C8 1.139
19 O -3.233 1.880 0.922  C7 1.166
20 C 2.153 0.642 -1.328  H4 1.014, H6 1.097, H17 1.214, C21 1.574
21 C 1.429 0.023 -0.075  H3 1.079, C8 1.537, C9 1.554, C20 1.574

Summary:
2S+1	1
E_HOMO (alpha / beta)	-6.6 / -6.2	eV


Structures ranked by computed energy, the most stable listed first: P, Q.


## P
DFT (ωB97M-V/def2-TZVPD) results for the molecule C8H11NO.

Each atom is followed by the atoms it is bonded to, with distances in Å.
Positions of all 21 atoms, in Å:
1 H -0.532 2.076 1.303  C20 1.101
2 O -0.095 -3.094 -0.935  H10 0.965, C15 1.551
3 H 0.278 3.203 0.217  C20 1.099
4 N -2.258 -2.638 -0.745  C15 1.256, H18 1.175
5 C 1.472 1.505 0.730  C7 1.498, H9 1.104, C20 1.524, H21 1.102
6 H -2.148 -0.013 -1.104  C19 1.093
7 C 1.474 0.053 1.098  C5 1.498, H11 1.094, C16 1.347
8 H -1.379 2.203 -1.137  C14 1.098
9 H 2.158 1.644 -0.124  C5 1.104
10 H 0.754 -2.667 -0.774  O2 0.965
11 H 2.372 -0.275 1.630  C7 1.094
12 C -0.715 -0.863 0.142  C15 1.485, C16 1.479, C19 1.350
13 H 0.784 -1.865 1.346  C16 1.095
14 C -0.603 1.513 -0.780  H8 1.098, H17 1.104, C19 1.496, C20 1.531
15 C -1.180 -2.214 -0.260  O2 1.551, N4 1.256, C12 1.485
16 C 0.503 -0.872 0.981  C7 1.347, C12 1.479, H13 1.095
17 H 0.106 1.402 -1.620  C14 1.104
18 H -1.804 -3.476 -1.432  N4 1.175
19 C -1.247 0.188 -0.517  H6 1.093, C12 1.350, C14 1.496
20 C 0.120 2.134 0.418  H1 1.101, H3 1.099, C5 1.524, C14 1.531
21 H 1.940 2.057 1.561  C5 1.102

Summary:
2S+1	1
E_HOMO	-8.9	eV


## Q
DFT (ωB97M-V/def2-TZVPD) results for the molecule C8H11NO.

Each atom is followed by the atoms it is bonded to, with distances in Å.
Positions of all 21 atoms, in Å:
1 H 1.348 0.040 1.528  C7 1.104
2 H -3.371 -0.938 -0.668  C8 1.095
3 H 0.901 -0.056 -1.545  C6 1.049
4 H 1.655 2.108 -1.081  C10 1.073
5 H 2.777 -1.741 -0.064  C19 1.080
6 C 0.665 0.330 -0.598  H3 1.049, C7 1.477, C10 1.511, C12 1.380
7 C 1.090 -0.458 0.577  H1 1.104, C6 1.477, C12 1.479, C19 1.487
8 C -2.798 -0.670 0.226  H2 1.095, H18 1.041, C20 1.477, C21 1.535
9 N -2.127 1.614 0.814  C20 1.246
10 C 0.735 1.840 -0.596  H4 1.073, C6 1.511, H11 1.093, H15 1.116
11 H 0.743 2.307 0.391  C10 1.093
12 C -0.307 -0.356 0.102  C6 1.380, C7 1.479, C21 1.433
13 H 2.127 -2.132 1.593  C19 1.206
14 H 1.080 -2.426 0.168  C19 1.083
15 H -0.168 2.223 -1.128  C10 1.116
16 H -3.996 1.088 0.015  C20 1.145
17 O -1.337 -2.506 -0.097  C21 1.237
18 H -3.094 -1.131 1.111  C8 1.041
19 C 1.849 -1.733 0.488  H5 1.080, C7 1.487, H13 1.206, H14 1.083
20 C -2.965 0.785 0.411  C8 1.477, N9 1.246, H16 1.145
21 C -1.401 -1.279 0.041  C8 1.535, C12 1.433, O17 1.237

Summary:
2S+1	1
E_HOMO (alpha / beta)	-8.4 / -9.5	eV


Structures ranked by computed energy, the most stable listed first: P, Q.


## P
DFT (ωB97M-V/def2-TZVPD) results for the molecule C3H7ClSi.

Each atom is followed by the atoms it is bonded to, with distances in Å.
Positions of all 12 atoms, in Å:
1 C 0.600 -0.372 -1.193  H4 1.088, H7 1.090, C9 1.501, H11 1.087
2 Si -1.728 0.923 -0.067  H5 1.458, C9 1.886, Cl10 2.428, H12 1.456
3 H 0.266 0.541 2.134  C8 1.077
4 H 1.631 -0.682 -1.038  C1 1.088
5 H -2.779 -0.037 -0.383  Si2 1.458
6 H 1.666 -0.264 1.278  C8 1.081
7 H 0.021 -1.232 -1.529  C1 1.090
8 C 0.671 0.154 1.214  H3 1.077, H6 1.081, C9 1.329
9 C 0.004 0.187 0.065  C1 1.501, Si2 1.886, C8 1.329
10 Cl -1.568 2.173 -2.142  Si2 2.428
11 H 0.563 0.375 -1.982  C1 1.087
12 H -2.065 1.917 0.941  Si2 1.456

Summary:
2S+1	1
E_HOMO	-10.3	eV


## Q
DFT (ωB97M-V/def2-TZVPD) results for a cluster of 2 separate species, C3H7ClSi in total.

Each atom is followed by the atoms it is bonded to, with distances in Å.
Positions of all 12 atoms, in Å:
1 H -2.158 0.535 0.147  C2 1.193
2 C -1.390 -0.378 0.131  H1 1.193, C5 1.492, H8 1.047, H12 1.049
3 H 0.649 1.793 -1.414  C7 1.024
4 H -1.090 1.603 -1.707  C7 1.088
5 C -0.134 0.255 -0.370  C2 1.492, C7 1.299, Si9 1.876
6 Cl 2.039 -0.427 3.432  no bonds
7 C -0.198 1.263 -1.186  H3 1.024, H4 1.088, C5 1.299
8 H -1.833 -1.105 -0.477  C2 1.047
9 Si 1.407 -0.715 0.084  C5 1.876, H10 1.493, H11 1.566
10 H 1.647 -2.176 -0.112  Si9 1.493
11 H 2.638 0.227 0.303  Si9 1.566
12 H -1.456 -0.764 1.104  C2 1.049

Summary:
2S+1	1
E_HOMO	-8.6	eV


Structures ranked by computed energy, the most stable listed first: P, Q.


## P
DFT (ωB97M-V/def2-TZVPD) results for a cluster of 2 separate species, C3H8NO in total.

Each atom is followed by the atoms it is bonded to, with distances in Å.
Positions of all 13 atoms, in Å:
1 H 1.341 2.268 -1.475  C6 1.096
2 N -0.671 -1.956 0.005  C3 1.277, H5 1.099, H8 1.017
3 C -1.927 -1.967 0.233  N2 1.277, H9 1.080, H10 1.089
4 H 2.445 2.747 -0.291  C6 1.081
5 H -0.247 -0.944 0.070  N2 1.099
6 C 1.428 2.397 -0.390  H1 1.096, H4 1.081, H11 1.089, C13 1.468
7 O 0.044 0.512 0.026  C13 1.221
8 H -0.103 -2.700 0.404  N2 1.017
9 H -2.482 -1.041 0.280  C3 1.080
10 H -2.515 -2.834 0.531  C3 1.089
11 H 0.721 3.204 -0.203  C6 1.089
12 H 1.999 0.480 0.460  C13 1.098
13 C 1.124 1.068 0.152  C6 1.468, O7 1.221, H12 1.098

Summary:
2S+1	1
net charge	+1
E_HOMO	-15.0	eV


## Q
DFT (ωB97M-V/def2-TZVPD) results for a cluster of 2 separate species, C3H8NO in total.

Each atom is followed by the atoms it is bonded to, with distances in Å.
Positions of all 13 atoms, in Å:
1 C 0.785 0.714 -0.134  H3 1.068, C4 1.355, N5 1.404
2 H 0.411 -0.425 1.406  N5 1.077
3 H 0.869 1.761 -0.330  C1 1.068
4 C 1.252 -0.313 -0.883  C1 1.355, H11 1.011, H12 1.113
5 N 0.097 0.552 1.079  C1 1.404, H2 1.077, H13 0.996
6 H -2.592 0.170 1.140  C8 1.085
7 O -1.661 -0.565 -0.665  C8 1.329, H9 0.926
8 C -1.920 0.311 0.300  H6 1.085, O7 1.329, H10 1.132
9 H -1.573 -1.424 -0.331  O7 0.926
10 H -1.847 1.364 -0.111  C8 1.132
11 H 1.665 -0.239 -1.804  C4 1.011
12 H 1.033 -1.378 -0.645  C4 1.113
13 H 0.194 1.180 1.846  N5 0.996

Summary:
2S+1	1
net charge	+1
E_HOMO (alpha / beta)	-14.1 / -14.1	eV


## R
DFT (ωB97M-V/def2-TZVPD) results for a cluster of 2 separate species, C3H8NO in total.

Each atom is followed by the atoms it is bonded to, with distances in Å.
Positions of all 13 atoms, in Å:
1 H 0.119 1.926 -0.464  N7 1.068
2 C -0.767 -0.039 -0.675  N7 1.466, H10 1.146, C13 1.437
3 H -2.741 -1.207 0.175  O4 0.890
4 O -2.545 -0.345 0.272  H3 0.890
5 H 2.091 0.040 -0.877  C6 1.173
6 C 1.781 -0.454 0.141  H5 1.173, H8 1.088, H9 1.009, C13 1.503
7 N -0.381 1.156 0.082  H1 1.068, C2 1.466, H11 0.958, C13 1.522
8 H 2.404 0.104 0.837  C6 1.088
9 H 1.886 -1.454 0.062  C6 1.009
10 H -0.950 -0.187 -1.797  C2 1.146
11 H -1.057 1.388 0.720  N7 0.958
12 H -0.147 -0.740 1.255  C13 1.217
13 C 0.306 -0.188 0.269  C2 1.437, C6 1.503, N7 1.522, H12 1.217

Summary:
2S+1	1
net charge	+1
E_HOMO	-15.7	eV


Structures ranked by computed energy, the most stable listed first: P, Q, R.


## P
DFT (ωB97M-V/def2-TZVPD) results for a cluster of 2 separate species, C3H8NO in total.

Each atom is followed by the atoms it is bonded to, with distances in Å.
Positions of all 13 atoms, in Å:
1 C 2.213 -1.583 0.132  H2 1.081, H6 1.088, C9 1.441
2 H 3.031 -2.194 0.486  C1 1.081
3 H -0.159 1.410 -1.140  C8 1.083
4 H -1.060 2.845 -0.619  C8 1.098
5 N -2.007 0.997 -0.257  C8 1.429, H10 1.009, H12 1.007
6 H 2.132 -1.256 -0.902  C1 1.088
7 H 1.108 -1.463 2.052  C9 1.097
8 C -1.150 1.834 -1.036  H3 1.083, H4 1.098, N5 1.429, H13 1.088
9 C 1.133 -1.175 0.993  C1 1.441, H7 1.097, O11 1.219
10 H -2.862 1.429 0.062  N5 1.009
11 O 0.237 -0.527 0.478  C9 1.219
12 H -1.544 0.349 0.358  N5 1.007
13 H -1.558 2.009 -2.029  C8 1.088

Summary:
2S+1	1
net charge	+1
E_HOMO	-12.8	eV


## Q
DFT (ωB97M-V/def2-TZVPD) results for a cluster of 2 separate species, C3H8NO in total.

Each atom is followed by the atoms it is bonded to, with distances in Å.
Positions of all 13 atoms, in Å:
1 N -1.245 -0.739 0.341  H6 0.996, C9 1.248, H13 1.060
2 C 1.595 0.491 -0.015  C3 1.357, O10 1.423, H12 1.101
3 C 1.418 -0.456 -0.972  C2 1.357, H5 1.029, H11 1.151
4 H -2.126 0.906 0.692  C9 1.113
5 H 2.315 -0.741 -1.388  C3 1.029
6 H -0.375 -0.580 0.798  N1 0.996
7 H -2.986 -0.152 -0.666  C9 1.092
8 H 1.147 2.147 0.922  O10 0.919
9 C -2.118 0.067 -0.040  N1 1.248, H4 1.113, H7 1.092
10 O 0.733 1.352 0.721  C2 1.423, H8 0.919
11 H 0.497 -1.137 -0.860  C3 1.151
12 H 2.605 0.580 0.413  C2 1.101
13 H -1.460 -1.737 0.056  N1 1.060

Summary:
2S+1	1
net charge	+1
E_HOMO	-13.4	eV


Structures ranked by computed energy, the most stable listed first: Q, P.


## P
DFT (ωB97M-V/def2-TZVPD) results for a cluster of 2 separate species, CHN3O3 in total.

Each atom is followed by the atoms it is bonded to, with distances in Å.
Positions of all 8 atoms, in Å:
1 N 3.222 -0.694 0.393  C5 1.156
2 N -1.267 0.866 -0.071  N6 1.322, O7 1.249, O8 1.228
3 O 1.109 -0.649 -0.587  C5 1.198
4 H -1.333 -1.038 0.380  N6 1.025
5 C 2.124 -0.773 0.038  N1 1.156, O3 1.198
6 N -0.674 -0.301 0.110  N2 1.322, H4 1.025
7 O -2.472 0.708 0.219  N2 1.249
8 O -0.709 1.879 -0.483  N2 1.228

Summary:
2S+1	1
E_HOMO (alpha / beta)	-11.3 / -11.3	eV


## Q
DFT (ωB97M-V/def2-TZVPD) results for a cluster of 2 separate species, CHN3O3 in total.

Each atom is followed by the atoms it is bonded to, with distances in Å.
Positions of all 8 atoms, in Å:
1 O -0.423 -2.267 -0.425  N6 1.176
2 H 2.082 -0.264 0.537  O8 0.959
3 N -1.298 1.768 -0.459  C7 1.151
4 O -1.807 -0.639 0.278  N6 1.195
5 N 0.821 0.707 -0.327  C7 1.236, O8 1.391
6 N -0.814 -1.235 -0.018  O1 1.176, O4 1.195
7 C -0.226 1.363 -0.358  N3 1.151, N5 1.236
8 O 1.664 0.567 0.771  H2 0.959, N5 1.391

Summary:
2S+1	1
E_HOMO (alpha / beta)	-9.1 / -8.0	eV


Structures ranked by computed energy, the most stable listed first: P, Q.


## P
DFT (ωB97M-V/def2-TZVPD) results for the molecule C4H3N3O.

Each atom is followed by the atoms it is bonded to, with distances in Å.
Positions of all 11 atoms, in Å:
1 N -0.338 1.715 1.114  O5 1.356, C10 1.369
2 C 1.343 -0.479 0.076  C6 1.492, N7 1.275
3 H -1.188 0.156 2.323  C10 1.114
4 C -0.995 -1.080 -0.829  C6 1.588, N8 1.213
5 O 0.032 1.933 -0.173  N1 1.356, H9 1.120
6 C -0.075 -0.779 0.431  C2 1.492, C4 1.588, C10 1.630, H11 1.169
7 N 2.303 -0.736 -0.723  C2 1.275
8 N -1.673 -1.719 -1.604  C4 1.213
9 H 0.339 3.004 -0.058  O5 1.120
10 C -0.541 0.405 1.451  N1 1.369, H3 1.114, C6 1.630
11 H 0.155 -1.850 0.840  C6 1.169

Summary:
2S+1	1
E_HOMO	-10.6	eV


## Q
DFT (ωB97M-V/def2-TZVPD) results for the molecule C4H3N3O.

Each atom is followed by the atoms it is bonded to, with distances in Å.
Positions of all 11 atoms, in Å:
1 N -0.901 1.418 -0.004  C5 1.324, N6 1.361
2 C -0.704 -1.862 -0.979  O4 1.358, N8 1.289, H10 1.019
3 C 0.580 -0.329 -0.010  O4 1.396, C5 1.442, C9 1.438
4 O 0.539 -1.644 -0.477  C2 1.358, C3 1.396
5 C -0.690 0.190 -0.451  N1 1.324, C3 1.442, N8 1.360
6 N 0.162 1.771 0.768  N1 1.361, C9 1.316, H11 0.959
7 H 2.060 0.805 1.252  C9 1.172
8 N -1.428 -0.796 -1.027  C2 1.289, C5 1.360
9 C 0.945 0.722 0.901  C3 1.438, N6 1.316, H7 1.172
10 H -0.807 -2.826 -1.295  C2 1.019
11 H 0.245 2.550 1.323  N6 0.959

Summary:
2S+1	1
E_HOMO	-9.2	eV


Structures ranked by computed energy, the most stable listed first: Q, P.


## P
DFT (ωB97M-V/def2-TZVPD) results for the molecule C4H3N3O.

Each atom is followed by the atoms it is bonded to, with distances in Å.
Positions of all 11 atoms, in Å:
1 H -0.528 -1.297 2.055  C9 1.063
2 O 0.260 1.114 1.932  C6 1.246
3 H 0.887 2.493 0.259  N7 1.173
4 C -0.493 -1.116 -1.212  H5 1.170, N8 1.316, N10 1.385
5 H -0.882 -1.905 -1.983  C4 1.170
6 C 0.295 0.465 0.869  O2 1.246, C9 1.532, C11 1.548
7 N 0.554 2.126 -0.804  H3 1.173, C11 1.283
8 N 0.196 -0.070 -1.612  C4 1.316, C11 1.383
9 C -0.274 -0.941 1.086  H1 1.063, C6 1.532, N10 1.332
10 N -0.460 -1.730 0.030  C4 1.385, C9 1.332
11 C 0.446 0.861 -0.620  C6 1.548, N7 1.283, N8 1.383

Summary:
2S+1	1
E_HOMO	-9.9	eV


## Q
DFT (ωB97M-V/def2-TZVPD) results for the molecule C4H3N3O.

Each atom is followed by the atoms it is bonded to, with distances in Å.
Positions of all 11 atoms, in Å:
1 N 2.672 -0.649 -0.117  H2 1.017, C7 1.272
2 H 3.243 0.145 0.164  N1 1.017
3 H -0.662 2.065 -0.193  C6 1.099
4 N 0.296 -1.113 -0.075  C7 1.418, C10 1.303
5 N 1.188 1.148 0.029  C6 1.286, C7 1.467
6 C -0.098 1.144 0.013  H3 1.099, N5 1.286, C10 1.478
7 C 1.452 -0.291 -0.075  N1 1.272, N4 1.418, N5 1.467
8 O -3.087 0.131 -0.175  C11 1.269
9 H -2.263 -1.752 0.280  C11 1.177
10 C -0.652 -0.226 0.047  N4 1.303, C6 1.478, C11 1.486
11 C -2.089 -0.602 0.104  O8 1.269, H9 1.177, C10 1.486

Summary:
2S+1	1
E_HOMO	-11.0	eV


Structures ranked by computed energy, the most stable listed first: Q, P.